{
  "formula": "C4H15NO3",
  "method": "ωB97M-V/def2-TZVPD",
  "symbols": ["C", "C", "C", "N", "C", "O", "H", "H", "H", "H", "H", "H", "H", "H", "H", "H", "H", "O", "H", "H", "O", "H", "H"],
  "positions_angstrom": [[0.553, 3.169, 1.366], [0.084, 1.729, 1.327], [0.518, 0.985, 0.040], [-0.479, 0.130, -0.558], [1.754, 0.176, 0.334], [2.188, -0.661, -0.751], [0.041, 3.801, 0.650], [1.622, 3.228, 1.160], [0.287, 3.648, 2.311], [-0.983, 1.572, 1.459], [0.501, 1.209, 2.195], [0.748, 1.759, -0.699], [-1.420, 0.502, -0.597], [-0.503, -0.839, -0.285], [1.591, -0.507, 1.165], [2.595, 0.817, 0.637], [2.040, -0.159, -1.563], [-4.261, -0.376, -1.410], [-4.101, 0.028, -0.537], [-5.050, 0.110, -1.682], [0.500, -4.520, -0.170], [-0.396, -4.283, 0.106], [1.028, -3.719, -0.098]],
  "forces_ev_per_angstrom": [[-0.60, 0.34, 0.20], [0.34, -0.65, 0.16], [-0.44, 0.12, 0.35], [-0.58, -0.14, -0.50], [1.06, -0.44, -0.42], [-0.26, 0.45, 0.16], [-0.06, -0.08, -0.56], [0.00, 0.11, 0.24], [0.47, -0.18, 0.18], [-0.28, 0.50, -0.16], [0.16, -0.06, 0.02], [0.19, 0.06, -0.12], [0.27, 0.05, 0.04], [0.22, 0.02, 0.24], [-0.27, -0.10, 0.15], [-0.27, 0.15, -0.01], [0.02, -0.21, 0.03], [-0.15, 0.64, 0.75], [0.11, -0.43, -0.42], [0.04, -0.20, -0.29], [-0.23, -0.07, 0.09], [0.32, 0.02, -0.09], [-0.06, 0.09, -0.03]],
  "homo_lumo_gap_ev": 9.62,
  "smiles": "CC[C@H](N)CO.O.O"
}

---

{
  "formula": "C40H40Br2N7O9SbZr",
  "method": "ωB97M-V/def2-TZVPD",
  "symbols": ["Zr", "N", "C", "C", "C", "N", "H", "H", "H", "H", "H", "H", "H", "H", "H", "H", "C", "O", "C", "O", "N", "N", "H", "H", "H", "H", "H", "H", "C", "C", "C", "C", "C", "C", "Br", "C", "C", "Br", "C", "O", "C", "N", "H", "H", "H", "H", "H", "H", "O", "C", "O", "C", "C", "C", "C", "C", "C", "N", "O", "O", "N", "O", "O", "H", "H", "H", "C", "C", "C", "C", "C", "C", "Sb", "C", "C", "C", "C", "C", "C", "C", "C", "C", "C", "C", "C", "H", "H", "H", "H", "H", "H", "H", "H", "H", "H", "H", "H", "H", "H", "H"],
  "positions_angstrom": [[-0.490, 0.893, -0.832], [-2.231, 1.493, -2.367], [-2.242, 1.151, -3.817], [-2.373, -0.344, -4.016], [-1.162, -1.121, -3.553], [-1.022, -1.089, -2.062], [-3.090, 1.153, -1.935], [-2.276, 2.505, -2.272], [-1.305, 1.506, -4.246], [-3.057, 1.677, -4.312], [-2.535, -0.544, -5.076], [-3.271, -0.707, -3.499], [-0.255, -0.697, -3.975], [-1.227, -2.161, -3.870], [-0.226, -1.674, -1.809], [-1.831, -1.562, -1.658], [3.850, -1.261, 1.693], [2.887, -1.283, 0.603], [1.849, -0.505, 0.636], [0.986, -0.625, -0.260], [1.679, 0.393, 1.618], [0.524, 1.195, 1.548], [4.535, -2.072, 1.480], [3.335, -1.453, 2.634], [4.386, -0.312, 1.691], [2.373, 0.559, 2.330], [0.801, 2.173, 1.600], [-0.073, 0.963, 2.346], [0.687, 4.238, -2.554], [0.041, 4.366, -1.209], [0.138, 5.609, -0.543], [-0.537, 5.844, 0.612], [-1.379, 4.839, 1.147], [-2.254, 5.012, 2.251], [-2.268, 6.621, 3.206], [-3.119, 4.023, 2.604], [-3.098, 2.789, 1.915], [-4.354, 1.474, 2.360], [-2.197, 2.557, 0.919], [-2.059, 1.366, 0.307], [-1.370, 3.613, 0.473], [-0.646, 3.362, -0.682], [0.384, 5.082, -3.176], [0.401, 3.327, -3.066], [1.775, 4.285, -2.471], [0.741, 6.386, -0.994], [-0.470, 6.804, 1.107], [-3.823, 4.171, 3.410], [1.594, 1.814, -0.833], [1.738, 1.436, -2.026], [0.671, 1.053, -2.646], [3.048, 1.360, -2.681], [4.188, 1.488, -1.895], [5.410, 1.324, -2.498], [5.558, 1.074, -3.846], [4.399, 0.966, -4.585], [3.142, 1.086, -4.039], [4.502, 0.682, -6.039], [5.610, 0.554, -6.496], [3.461, 0.606, -6.654], [6.625, 1.379, -1.647], [7.685, 1.484, -2.210], [6.445, 1.459, -0.449], [4.129, 1.699, -0.837], [6.531, 0.959, -4.302], [2.270, 0.969, -4.665], [-4.888, -5.306, 1.164], [-4.796, -4.386, 0.131], [-3.900, -3.326, 0.234], [-3.094, -3.190, 1.362], [-3.192, -4.119, 2.399], [-4.091, -5.171, 2.297], [-1.590, -1.712, 1.375], [0.026, -3.126, 1.383], [0.735, -3.521, 2.518], [1.715, -4.512, 2.437], [1.988, -5.129, 1.225], [1.271, -4.764, 0.090], [0.305, -3.772, 0.174], [-1.562, -1.162, 3.415], [-2.773, -1.129, 4.107], [-2.816, -0.721, 5.434], [-1.653, -0.331, 6.084], [-0.438, -0.368, 5.412], [-0.396, -0.783, 4.084], [-5.583, -6.132, 1.090], [-5.422, -4.486, -0.746], [-3.856, -2.599, -0.571], [-2.567, -4.037, 3.282], [-4.169, -5.891, 3.102], [0.517, -3.089, 3.487], [2.248, -4.815, 3.330], [2.739, -5.907, 1.167], [1.457, -5.263, -0.853], [-0.264, -3.540, -0.722], [-3.692, -1.440, 3.623], [-3.761, -0.712, 5.961], [-1.690, -0.013, 7.118], [0.475, -0.095, 5.925], [0.572, -0.865, 3.594]],
  "forces_ev_per_angstrom": [[-0.28, 0.02, 0.46], [0.13, -0.03, -0.22], [0.07, 0.10, 0.17], [-0.14, -0.04, 0.03], [0.08, -0.01, 0.24], [0.04, 0.07, -0.10], [0.01, 0.02, 0.00], [-0.02, -0.02, 0.05], [0.02, 0.02, -0.03], [-0.06, -0.01, -0.01], [0.02, -0.01, -0.01], [-0.01, -0.01, -0.06], [0.05, 0.00, -0.02], [-0.04, -0.05, -0.04], [-0.02, -0.03, 0.05], [0.02, 0.05, 0.01], [-0.19, 0.03, -0.14], [0.11, 0.10, 0.17], [-0.17, -0.28, -0.12], [0.25, -0.12, -0.11], [-0.06, 0.02, -0.04], [0.17, -0.06, -0.10], [0.03, -0.03, -0.02], [0.04, -0.01, 0.02], [0.01, -0.01, 0.03], [-0.04, 0.00, 0.03], [-0.02, -0.02, 0.01], [-0.11, 0.11, -0.04], [0.03, 0.04, 0.03], [-0.06, 0.01, 0.03], [0.09, 0.05, -0.21], [-0.11, 0.06, 0.21], [0.20, 0.38, -0.20], [0.08, -0.07, -0.10], [0.02, 0.23, 0.10], [-0.05, -0.26, -0.11], [-0.21, 0.27, 0.44], [-0.03, -0.10, 0.01], [0.12, -0.49, -0.34], [-0.25, 0.47, 0.12], [-0.12, -0.20, -0.14], [-0.04, -0.02, 0.43], [0.01, 0.03, 0.04], [-0.04, -0.06, -0.02], [-0.02, -0.02, 0.02], [-0.01, -0.01, 0.00], [0.00, -0.02, -0.02], [0.00, -0.03, 0.00], [0.16, 0.00, -0.13], [-0.62, -0.11, -0.43], [0.74, 0.28, -0.12], [-0.01, 0.03, 0.15], [-0.12, -0.03, -0.01], [0.34, -0.33, 0.14], [0.01, -0.02, -0.05], [0.03, -0.05, -0.33], [-0.03, 0.03, 0.11], [0.00, 0.05, -0.05], [0.12, -0.01, 0.04], [-0.10, -0.02, 0.02], [-0.10, 1.22, -0.09], [0.10, -0.43, -0.09], [-0.05, -0.41, 0.20], [-0.02, -0.03, -0.03], [0.01, -0.01, 0.00], [-0.02, 0.00, 0.02], [0.02, 0.00, 0.02], [0.07, 0.08, 0.06], [-0.08, -0.06, 0.11], [-0.16, -0.06, 0.04], [-0.09, -0.05, -0.15], [0.01, 0.04, -0.01], [0.35, -0.35, -0.21], [0.10, -0.20, 0.09], [0.05, -0.04, -0.13], [-0.07, 0.10, -0.04], [-0.04, 0.04, -0.02], [0.01, 0.04, 0.10], [0.06, -0.03, 0.07], [-0.17, 0.07, 0.24], [0.05, -0.01, 0.07], [0.03, 0.01, 0.01], [0.02, 0.00, -0.01], [-0.08, -0.01, -0.05], [0.04, 0.04, 0.00], [0.01, 0.01, 0.01], [0.01, 0.00, 0.02], [0.03, 0.03, 0.00], [0.01, 0.03, -0.02], [0.00, 0.01, -0.02], [-0.03, -0.01, -0.02], [-0.03, 0.01, -0.02], [-0.02, 0.02, 0.00], [-0.01, 0.02, 0.03], [-0.04, 0.03, 0.01], [0.04, 0.01, -0.01], [0.02, 0.01, 0.00], [0.00, -0.02, -0.02], [-0.01, 0.00, 0.00], [-0.10, 0.04, 0.01]],
  "charge": 2,
  "homo_lumo_gap_ev": 7.44
}

---

no.,DFT total energy (hartree),strongest force on any atom (Eh/bohr)
1,-441.8492,0.0237
2,-8043.6127,0.0238